# 1
C24H39F3N5O6Rb3S | the ωB97M-V functional and the def2-TZVPD basis

```
81
Properties=species:S:1:pos:R:3
Rb 2.83 -4.92 -2.14
Rb 2.51 -1.04 3.97
Rb -1.08 -4.31 4.61
C 0.69 -2.56 0.21
F -0.48 -3.20 0.20
F 1.19 -2.54 -1.04
F 0.64 -1.33 0.61
S 1.79 -3.52 1.25
O 1.97 -4.67 0.35
O 2.93 -2.66 1.42
O 1.05 -3.67 2.50
C 3.13 -0.67 -7.05
C 3.50 -2.01 -7.69
C 4.68 -2.75 -7.08
C 4.31 -3.24 -5.75
N 4.02 -3.53 -4.67
H 2.93 -0.71 -5.98
H 2.31 -0.14 -7.59
H 3.90 0.04 -7.21
H 3.89 -1.89 -8.66
H 2.72 -2.73 -7.67
H 5.55 -2.05 -7.07
H 4.91 -3.54 -7.73
C -5.89 -5.35 2.03
C -5.85 -3.93 1.50
C -5.87 -2.83 2.64
C -4.65 -2.82 3.50
N -3.70 -3.26 3.95
H -6.06 -6.10 1.29
H -6.62 -5.63 2.87
H -4.97 -5.58 2.63
H -6.74 -3.69 0.86
H -4.98 -3.87 0.84
H -6.64 -3.19 3.39
H -6.20 -1.91 2.18
C 2.84 4.12 1.85
C 2.24 4.67 3.11
C 2.72 4.00 4.38
C 2.19 2.63 4.37
N 1.97 1.53 4.22
H 2.40 3.16 1.62
H 3.91 4.01 1.92
H 2.65 4.68 1.01
H 1.07 4.63 2.95
H 2.46 5.76 3.23
H 2.46 4.56 5.28
H 3.81 3.91 4.31
C 3.75 3.15 -4.84
C 3.95 2.24 -3.65
C 2.78 2.36 -2.65
C 3.08 1.62 -1.40
N 3.07 1.07 -0.39
H 2.88 2.73 -5.39
H 4.65 3.08 -5.46
H 3.60 4.21 -4.56
H 4.92 2.42 -3.15
H 4.04 1.20 -3.98
H 1.82 2.02 -3.12
H 2.70 3.39 -2.45
C -3.19 1.35 4.07
C -1.82 1.84 4.55
C -1.23 1.12 5.85
C -0.78 -0.26 5.70
N -0.51 -1.39 5.53
H -3.98 1.71 4.69
H -3.33 0.27 4.00
H -3.35 1.80 3.10
H -1.83 2.91 4.76
H -1.10 1.70 3.76
H -2.13 1.00 6.42
H -0.45 1.66 6.39
C -4.24 2.43 -1.40
C -4.37 1.06 -1.94
O -4.07 0.16 -0.84
C -3.32 0.93 0.06
O -2.78 0.53 1.02
O -3.14 2.22 -0.46
H -5.07 2.88 -0.83
H -3.83 3.11 -2.15
H -3.73 0.81 -2.73
H -5.43 0.77 -2.23
```

Results
**Gap between HOMO and LUMO**: 0.39031 Eh
**Highest occupied orbital energy**: -14.46 eV
**Strongest force on any atom**: 0.083 Eh/bohr
**Total charge**: +2

Löwdin atomic charge list, values in e, 6 entries:
1. Rb 1.00
2. Rb 0.90
3. Rb 0.87
4. C -0.72
5. F 0.15
6. F 0.09

# 2
C24H39IrN3Si2 | the ωB97M-V functional and the def2-TZVPD basis

```
69
Properties=species:S:1:pos:R:3
Ir 0.13 -0.49 -0.47
N 0.29 -3.79 -1.07
C 1.51 -3.18 -0.97
C 2.65 -3.97 -1.15
C 3.89 -3.40 -1.05
C 4.00 -2.04 -0.76
C 2.85 -1.33 -0.59
N 1.61 -1.88 -0.69
C -1.00 -3.32 -1.04
C -2.04 -4.25 -1.23
C -3.33 -3.81 -1.21
C -3.59 -2.45 -1.00
C -2.53 -1.61 -0.80
N -1.25 -2.04 -0.82
H 0.35 -4.78 -1.26
H 2.54 -5.03 -1.37
H 4.77 -4.01 -1.20
H 4.95 -1.55 -0.68
H 2.86 -0.27 -0.36
H -1.80 -5.29 -1.39
H -4.14 -4.51 -1.37
H -4.60 -2.06 -0.99
H -2.66 -0.55 -0.63
C 2.01 0.54 2.24
Si 0.24 0.25 1.77
C -0.68 1.89 1.91
C -0.80 2.28 3.40
C 0.12 2.97 1.17
C -2.09 1.80 1.30
C -0.39 -1.21 2.83
C -1.89 -1.46 2.69
C 0.36 -2.48 2.40
C -0.06 -0.94 4.31
H 2.06 0.95 3.26
H 2.50 1.25 1.57
H 2.60 -0.38 2.22
H 0.18 2.33 3.89
H -1.43 1.59 3.96
H -1.26 3.27 3.48
H 1.11 3.12 1.62
H -0.41 3.92 1.24
H 0.25 2.73 0.12
H -2.71 1.04 1.78
H -2.03 1.58 0.23
H -2.60 2.76 1.40
H -2.19 -1.63 1.66
H -2.48 -0.62 3.08
H -2.18 -2.34 3.27
H 0.16 -2.73 1.35
H 0.02 -3.33 3.00
H 1.44 -2.39 2.53
H -0.58 -0.08 4.71
H 1.01 -0.80 4.48
H -0.37 -1.82 4.90
C 1.42 4.70 -2.86
Si 0.30 3.42 -3.60
C -1.41 4.07 -3.80
C 0.98 2.77 -5.19
C 0.22 2.01 -2.39
C 0.16 1.08 -1.59
H 1.51 5.55 -3.53
H 2.42 4.30 -2.68
H 1.02 5.06 -1.91
H -1.42 4.90 -4.51
H -1.80 4.44 -2.85
H -2.09 3.30 -4.18
H 1.04 3.58 -5.93
H 0.34 1.99 -5.60
H 1.98 2.36 -5.05
```

Results
**Gap between HOMO and LUMO (spin up / spin down)**: 0.25782 / 0.25771 Eh
**Energy relative to the best compared isomer or geometry (same formula, charge and spin)**: 1.6760 eV
**Highest occupied orbital energy (spin up / spin down)**: -10.61 / -10.58 eV
**Strongest force on any atom**: 0.042 Eh/bohr
**Total charge**: +1

Löwdin atomic charge list, values in e, 6 entries:
1. Ir 1.11
2. N 0.15
3. C -0.27
4. C 0.01
5. C -0.02
6. C -0.03

# 3
C24H39IrNS2SeSi2 | the ωB97M-V functional and the def2-TZVPD basis

```
70
Properties=species:S:1:pos:R:3
Ir -0.36 0.66 -0.50
C -2.24 1.82 -3.68
C -1.05 1.07 -3.15
C -1.12 -0.34 -3.10
C -2.29 -1.03 -3.73
C -0.09 -1.07 -2.49
C -0.28 -2.54 -2.21
C 1.15 -0.43 -2.24
C 2.38 -1.22 -1.93
C 1.28 0.96 -2.45
C 2.65 1.56 -2.45
C 0.14 1.74 -2.77
C 0.23 3.24 -2.90
H -2.27 1.73 -4.77
H -2.20 2.87 -3.43
H -3.16 1.39 -3.28
H -3.17 -0.97 -3.09
H -2.08 -2.07 -3.91
H -2.54 -0.56 -4.67
H 0.03 -3.14 -3.06
H -1.32 -2.75 -2.00
H 0.30 -2.86 -1.34
H 2.94 -1.35 -2.86
H 2.17 -2.21 -1.54
H 3.03 -0.71 -1.22
H 3.07 1.61 -1.44
H 2.66 2.56 -2.87
H 3.32 0.94 -3.05
H 0.32 3.51 -3.95
H 1.08 3.64 -2.36
H -0.66 3.73 -2.50
C 4.92 -0.73 1.45
Si 3.86 -1.00 3.01
C 4.52 -2.58 3.83
C 3.84 0.46 4.22
C 2.03 -1.35 2.53
C 1.30 -2.36 3.13
C -0.03 -2.59 2.79
C -0.61 -1.79 1.82
N 0.06 -0.81 1.23
C 1.33 -0.57 1.59
S 1.96 0.83 0.83
H 5.96 -0.94 1.68
H 4.87 0.28 1.07
H 4.63 -1.41 0.65
H 5.61 -2.53 3.91
H 4.29 -3.47 3.24
H 4.14 -2.73 4.83
H 4.83 0.64 4.63
H 3.19 0.25 5.07
H 3.51 1.38 3.76
H 1.77 -2.98 3.87
H -0.59 -3.38 3.26
H -1.64 -1.93 1.50
C -4.42 2.71 0.85
Si -4.39 0.84 1.19
C -3.60 0.42 2.87
C -6.06 -0.01 0.84
Se -2.97 -0.17 -0.39
H -5.10 3.20 1.53
H -4.75 2.92 -0.17
H -3.43 3.14 0.98
H -4.02 1.05 3.65
H -2.52 0.60 2.83
H -3.76 -0.61 3.14
H -6.77 0.16 1.63
H -5.92 -1.09 0.72
H -6.49 0.36 -0.09
S -0.52 3.62 1.17
C -0.91 2.42 0.27
```

Results
**Gap between HOMO and LUMO (spin up / spin down)**: 0.24927 / 0.17843 Eh
**Multiplicity**: 5
**Energy relative to the best compared isomer or geometry (same formula, charge and spin)**: 0.0000 eV
**Highest occupied orbital energy (spin up / spin down)**: -9.71 / -10.41 eV
**Strongest force on any atom**: 0.025 Eh/bohr
**Total charge**: +1

Löwdin atomic charge list, values in e, 6 entries:
1. Ir 0.87
2. C -0.02
3. C -0.23
4. C -0.26
5. C -0.04
6. C -0.25

# 4
C24H40Cr2F2O22P2 | the ωB97M-V functional and the def2-TZVPD basis

```
92
Properties=species:S:1:pos:R:3
Cr 6.42 1.33 18.64
Cr 10.27 1.51 18.13
C 6.48 5.56 17.37
C 7.06 6.75 16.79
C 8.58 6.71 16.43
O 9.11 7.74 16.05
C 9.31 5.49 16.70
C 8.71 4.40 17.25
C 7.23 4.43 17.60
O 6.60 3.50 18.27
O 9.50 3.38 17.50
O 6.37 7.75 16.59
H 5.44 5.61 17.66
H 10.35 5.43 16.42
C 12.61 4.54 18.38
C 13.06 3.35 18.87
C 14.48 3.16 19.36
O 14.87 2.05 19.86
C 15.39 4.20 19.34
C 15.00 5.49 18.84
C 13.49 5.70 18.35
O 13.18 6.82 18.00
O 15.78 6.45 18.80
O 12.24 2.36 18.73
H 11.65 4.68 17.92
H 16.43 4.02 19.55
P 8.00 -0.06 17.30
O 7.36 -0.43 18.66
O 8.32 1.19 18.23
O 6.83 0.84 16.76
O 9.53 0.08 17.01
O 7.24 1.99 20.44
P 8.61 2.20 21.02
O 9.76 1.87 20.11
F 8.82 1.29 22.31
F 8.65 3.68 21.48
C 7.53 7.01 21.00
C 6.37 6.42 21.78
O 6.15 6.75 22.93
C 5.63 5.31 21.09
H 8.06 7.64 21.72
H 7.22 7.59 20.13
H 8.19 6.22 20.64
H 4.76 4.99 21.66
H 6.29 4.44 21.05
H 5.42 5.57 20.06
C 6.35 3.05 24.63
C 6.83 4.06 25.64
O 6.30 4.22 26.72
C 8.04 4.87 25.28
H 6.60 2.00 24.80
H 6.68 3.38 23.64
H 5.25 3.03 24.61
H 7.77 5.93 25.34
H 8.46 4.66 24.30
H 8.83 4.63 25.99
C 10.89 -1.37 19.45
O 11.34 -0.12 18.93
H 10.90 -1.30 20.54
H 9.84 -1.51 19.20
H 11.45 -2.26 19.17
H 12.30 -0.19 19.01
C 11.58 6.07 21.89
O 11.20 5.61 23.20
H 12.63 5.78 21.73
H 11.03 5.46 21.18
H 11.52 7.14 21.74
H 11.16 4.66 23.08
C 10.29 0.69 25.32
O 8.95 0.93 24.92
H 10.65 -0.18 24.78
H 10.98 1.52 25.14
H 10.31 0.48 26.39
H 8.89 1.18 23.99
C 5.74 -0.41 23.54
O 4.75 0.40 22.93
H 5.41 -1.45 23.41
H 6.69 -0.31 23.03
H 5.85 -0.21 24.61
H 3.94 0.50 23.44
C 4.48 -0.89 19.71
O 5.14 0.29 20.11
H 4.94 -1.77 20.17
H 3.42 -0.84 20.00
H 4.43 -1.10 18.64
H 5.10 0.30 21.08
C 9.16 -2.44 23.11
O 9.44 -3.32 22.01
H 8.07 -2.32 23.19
H 9.46 -2.89 24.05
H 9.58 -1.46 22.88
H 8.85 -3.02 21.31
```

Results
**Gap between HOMO and LUMO (spin up / spin down)**: 0.09844 / 0.11622 Eh
**Multiplicity**: 7
**Highest occupied orbital energy (spin up / spin down)**: -1.45 / -1.55 eV
**Strongest force on any atom**: 0.164 Eh/bohr
**Total charge**: -2

Löwdin atomic charge list, values in e, 6 entries:
1. Cr 1.06
2. Cr 1.12
3. C -0.01
4. C -0.35
5. C -0.34
6. O 0.06

# 5
C24H40F2N4O3Si | the ωB97M-V functional and the def2-TZVPD basis

```
74
Properties=species:S:1:pos:R:3
C 4.71 3.55 2.72
C 3.51 2.53 2.66
C 2.13 3.03 3.19
N 3.78 1.36 2.22
C 2.68 0.74 1.47
C 2.30 -0.52 2.34
C 3.27 -1.68 1.82
O 3.86 -2.50 2.44
N 3.30 -1.48 0.38
C 3.07 -0.04 0.12
C 2.22 0.35 -1.15
F 2.41 1.69 -1.50
F 2.78 -0.38 -2.23
C 0.71 -0.05 -1.09
C -0.25 1.08 -0.53
Si -2.09 0.81 -1.05
C -2.58 2.22 -2.24
C -2.30 -0.83 -2.00
C -3.23 0.81 0.50
C -3.46 2.01 1.30
C -4.31 1.92 2.48
C -4.90 0.64 2.81
C -4.71 -0.54 2.00
C -3.87 -0.46 0.82
H 5.64 3.00 2.98
H 4.48 4.27 3.56
H 4.77 4.13 1.77
H 1.55 2.26 3.76
H 1.49 3.29 2.29
H 2.28 3.99 3.75
H 1.87 1.42 1.10
H 2.50 -0.42 3.44
H 1.26 -0.84 2.07
H 2.70 -2.14 -0.12
H 4.12 0.30 -0.12
H 0.39 -0.22 -2.15
H 0.55 -1.03 -0.57
H 0.05 2.08 -0.94
H -0.17 1.15 0.59
H -1.89 2.29 -3.11
H -3.64 2.01 -2.55
H -2.58 3.17 -1.62
H -3.36 -0.94 -2.36
H -2.01 -1.73 -1.38
H -1.62 -0.83 -2.89
H -2.99 2.99 1.03
H -4.51 2.79 3.14
H -5.53 0.59 3.73
H -5.22 -1.50 2.28
H -3.72 -1.37 0.21
C -7.33 -5.49 -0.34
N -6.64 -4.31 -0.83
C -6.96 -3.01 -0.63
C -8.19 -2.70 0.20
O -6.27 -2.12 -1.11
H -6.64 -6.07 0.27
H -7.64 -6.09 -1.20
H -8.21 -5.23 0.25
H -5.81 -4.44 -1.38
H -8.32 -1.62 0.27
H -9.08 -3.13 -0.28
H -8.07 -3.10 1.20
C 7.11 -1.18 -2.71
N 7.78 0.02 -3.18
C 7.42 1.32 -2.97
C 6.19 1.58 -2.15
O 8.10 2.22 -3.44
H 7.81 -1.75 -2.10
H 6.83 -1.78 -3.58
H 6.22 -0.95 -2.13
H 8.62 -0.08 -3.73
H 6.03 2.65 -2.07
H 5.31 1.14 -2.63
H 6.31 1.17 -1.15
```

Results
**Gap between HOMO and LUMO**: 0.34568 Eh
**Highest occupied orbital energy**: -8.97 eV
**Strongest force on any atom**: 0.066 Eh/bohr
**Total charge**: 0

Löwdin atomic charge list, values in e, 6 entries:
1. C -0.04
2. C -0.35
3. C -0.03
4. N 0.09
5. C -0.26
6. C -0.04

# 6
C24H40F6N3O18P2 | the ωB97M-V functional and the def2-TZVPD basis

```
93
Properties=species:S:1:pos:R:3
C -2.44 -1.50 3.37
P -1.45 -0.72 1.90
C 0.28 -0.92 2.76
C 1.21 -1.82 1.99
N 1.89 -2.90 2.76
C -1.69 1.05 2.65
C -1.01 2.15 1.86
C -0.39 3.23 2.74
N 0.90 3.70 2.21
P -3.33 -0.61 0.52
N -2.95 -0.98 -0.99
H -1.92 -2.41 3.64
H -2.46 -0.87 4.26
H -3.46 -1.78 3.12
H -0.75 -0.20 0.72
H -1.34 -2.07 1.31
H 0.17 -1.26 3.78
H 0.72 0.08 2.79
H 2.00 -1.24 1.51
H 0.65 -2.33 1.20
H 1.14 -3.43 3.20
H 2.34 -2.43 3.54
H -2.75 1.25 2.80
H -1.26 1.04 3.65
H -0.22 1.70 1.25
H -1.70 2.63 1.17
H -1.06 4.09 2.77
H -0.29 2.86 3.76
H 1.44 4.17 2.92
H 1.42 2.91 1.86
H -4.28 -1.55 1.02
H -3.95 0.66 0.58
H -3.20 -0.23 -1.63
C 0.83 4.54 -0.84
C 2.33 4.33 -0.97
O 2.57 4.60 -2.34
C 1.60 5.44 -2.79
O 1.63 6.02 -3.82
O 0.60 5.52 -1.88
F 2.73 3.07 -0.70
H 0.29 3.63 -1.08
H 0.51 4.91 0.12
H 2.94 5.02 -0.38
C -4.70 6.92 2.84
C -4.30 5.77 3.75
O -3.74 4.85 2.83
C -3.26 5.55 1.76
O -2.53 5.11 0.94
O -3.74 6.82 1.79
F -5.35 5.20 4.37
H -5.70 6.75 2.45
H -4.65 7.89 3.32
H -3.54 6.02 4.50
C 5.17 -4.79 1.19
C 3.79 -4.72 0.59
O 3.60 -6.05 0.13
C 4.34 -6.88 0.91
O 4.24 -8.06 0.95
O 5.23 -6.16 1.63
F 3.75 -3.87 -0.48
H 5.93 -4.63 0.43
H 5.33 -4.11 2.02
H 3.00 -4.45 1.30
C 6.26 -4.52 -3.04
C 7.26 -3.64 -3.77
O 7.88 -2.95 -2.70
C 7.80 -3.72 -1.58
O 8.41 -3.54 -0.58
O 6.92 -4.73 -1.79
F 6.68 -2.75 -4.60
H 5.32 -3.99 -2.88
H 6.07 -5.47 -3.53
H 8.03 -4.18 -4.33
C -3.49 -4.26 -2.26
C -4.75 -4.37 -3.09
O -4.87 -5.77 -3.30
C -4.25 -6.40 -2.27
O -4.38 -7.56 -2.02
O -3.51 -5.53 -1.57
F -4.66 -3.75 -4.29
H -2.61 -4.21 -2.89
H -3.49 -3.42 -1.57
H -5.65 -4.01 -2.59
C -1.45 3.94 -3.49
C -2.64 3.74 -4.40
O -2.56 2.36 -4.70
C -1.91 1.73 -3.66
O -1.93 0.57 -3.46
O -1.32 2.66 -2.88
F -2.56 4.47 -5.54
H -0.55 4.17 -4.08
H -1.59 4.71 -2.74
H -3.61 3.94 -3.93
```

Results
**Gap between HOMO and LUMO**: 0.20420 Eh
**Energy relative to the best compared isomer or geometry (same formula, charge and spin)**: 0.0000 eV
**Highest occupied orbital energy**: -3.78 eV
**Strongest force on any atom**: 0.026 Eh/bohr
**Total charge**: -1

Löwdin atomic charge list, values in e, 6 entries:
1. C -0.29
2. P 0.38
3. C -0.34
4. C -0.36
5. N -0.03
6. C -0.37